Record 1
ORCA calculation (ωB97M-V with the def2-TZVPD basis set) on C3H7NO in the gas phase.

Cartesian coordinates (Å):
1 C -1.655 0.143 -0.027
2 C -0.368 -0.653 0.064
3 C 0.817 0.014 0.018
4 O 1.002 1.021 0.911
5 N 1.865 -0.211 -0.819
6 H -2.496 -0.254 0.548
7 H -1.524 1.199 0.245
8 H -1.964 0.146 -1.086
9 H -0.392 -1.672 -0.295
10 H 0.347 0.689 1.556
11 H 1.653 -0.626 -1.710
12 H 2.715 0.324 -0.745

Forces on the atoms, in the same order (eV/Å):
C -0.179 0.025 0.112
C 0.097 -0.155 -0.555
C -0.191 -0.395 -0.112
O -0.256 0.038 -0.054
N 0.084 -0.205 0.141
H 0.121 0.000 0.052
H 0.021 -0.251 0.057
H -0.100 0.023 0.255
H 0.019 0.051 -0.503
H 0.432 0.895 0.256
H 0.077 0.114 0.135
H -0.125 -0.139 0.216

The value obtained for the LUMO energy is 0.9 eV. For the HOMO energy, the calculation gives -0.2734 Eh. Its orbital gap is 8.362 eV. The relative energy (zero: lowest compared OMol25 entry of this formula, charge and spin) comes out at 42.9 kcal per mole. As for the SMILES: C/C=C(/N)O.

Record 2
ORCA calculation (ωB97M-V with the def2-TZVPD basis set) on C3H7NO in the gas phase.

Cartesian coordinates (Å):
1 C -0.585 1.306 -0.615
2 N -0.108 0.109 -0.093
3 C -0.761 -1.173 -0.095
4 C 1.175 0.272 0.600
5 O 0.220 2.186 -0.683
6 H -1.633 1.127 -0.859
7 H 0.044 -1.961 -0.311
8 H -1.551 -1.159 -0.934
9 H -1.336 -1.449 0.903
10 H 0.890 -0.253 1.467
11 H 1.673 1.282 0.616
12 H 1.972 -0.287 0.004

Forces on the atoms, in the same order (eV/Å):
C 1.098 -3.816 0.930
N 0.068 2.034 -0.352
C -1.060 -0.906 0.122
C 1.481 -1.230 -2.344
O -0.857 2.618 -0.911
H -0.453 1.183 -0.635
H -1.414 0.895 0.261
H 1.249 -0.252 1.248
H 1.287 0.533 -1.751
H 1.137 -0.235 1.954
H -1.624 -0.906 0.565
H -0.911 0.083 0.911

The value obtained for the LUMO energy is 0.9 eV. For the HOMO energy, the calculation gives -0.3328 Eh. Its orbital gap is 9.909 eV. The relative energy (zero: lowest compared OMol25 entry of this formula, charge and spin) comes out at 44.9 kcal per mole. As for the SMILES: CN(C)C=O.

Which value of orbital gap does entry 1 give?
8.362 eV